[1]
23
Properties=species:S:1:pos:R:3:forces:R:3:lowdin_charge:R:1 method="wB97M-V/def2-TZVPD" spin_multiplicity=1 total_charge=0 smiles="O=C(O)NCCO.O.O.O" homo_lumo_gap_ev=10.000 homo_energy_ha=-0.3567 de_lowest_kcal_mol=0.0 e_tot_ha=-628.335287
O 0.2781 -2.3684 -0.9315 0.26 0.35 -0.36 0.076
C -0.5826 -1.8443 -0.2712 0.14 -0.86 0.72 -0.617
O -0.6444 -2.1816 1.0558 0.28 0.01 0.12 0.090
N -1.5533 -1.0336 -0.7250 -0.14 0.61 -0.07 0.087
C -2.5072 -0.3305 0.0966 -0.71 0.22 0.58 -0.176
C -2.0560 1.0573 0.6170 0.19 -0.18 -0.68 -0.246
O -1.8046 1.8651 -0.5086 0.61 0.35 -0.35 -0.099
H -1.3085 -1.7222 1.5816 -0.06 0.13 -0.35 0.084
H -1.4205 -0.6548 -1.6524 0.12 -0.20 0.11 0.157
H -2.8834 -0.9718 0.9157 0.27 0.15 -0.24 0.120
H -3.3927 -0.1870 -0.5343 0.16 0.24 0.15 0.127
H -2.9017 1.5127 1.1480 0.19 -0.18 0.14 0.114
H -1.1709 1.0260 1.2867 -0.43 -0.22 -0.22 0.126
H -0.8371 1.9568 -0.7311 -0.75 -0.29 0.48 0.042
O 2.9473 0.4329 -0.9245 0.07 -0.59 0.36 -0.069
H 3.2317 0.1345 -0.0227 -0.18 0.39 -0.49 0.013
H 2.6469 -0.3906 -1.3364 -0.02 0.20 -0.08 0.061
O 0.8491 2.1142 -1.0999 0.03 -0.34 0.28 -0.067
H 1.6169 1.4990 -0.9611 -0.25 0.42 -0.27 0.013
H 1.1184 2.8098 -1.7002 0.19 0.01 -0.05 0.054
O 3.5377 -0.5169 1.5446 -0.10 -0.44 0.11 -0.033
H 2.7042 -0.9488 1.7823 0.07 0.14 0.02 0.070
H 4.1326 -1.2578 1.3704 0.06 0.10 0.09 0.073

[2]
20
Properties=species:S:1:pos:R:3:forces:R:3:lowdin_charge:R:1 method="wB97M-V/def2-TZVPD" spin_multiplicity=1 total_charge=-1 homo_lumo_gap_ev=7.054 homo_energy_ha=-0.1244 de_lowest_kcal_mol=18.6 e_tot_ha=-746.044500
C -1.6681 2.1272 -0.7270 -0.80 0.64 -0.60 -0.146
C -0.8761 1.1999 -1.6239 0.84 -1.41 1.25 -0.356
C 0.2990 0.4889 -0.8433 -1.30 -0.48 -0.94 -0.677
S -0.1494 -1.2414 -0.4222 0.00 -0.06 0.01 0.354
H -1.7917 1.7252 0.2767 0.10 -0.10 0.04 0.069
H -1.3007 3.1579 -0.6703 0.45 -0.22 0.16 0.060
H -2.6701 2.2624 -1.1500 -0.11 -0.11 0.14 0.056
H -0.4088 1.6554 -2.4623 0.00 0.91 -0.92 0.070
H -1.5155 0.3888 -1.9775 -0.01 0.17 -0.10 0.062
H 1.1870 0.4528 -1.4796 0.08 0.27 0.29 0.029
H 0.4328 1.0765 0.0512 0.58 0.14 0.42 0.026
H 3.0848 0.9237 2.5082 0.19 0.43 0.10 0.019
H 3.3144 -0.2091 3.3945 0.17 0.10 0.32 0.028
O 3.6518 0.6902 3.2551 -0.41 -0.52 -0.37 -0.079
H -1.3108 -3.3320 -1.4115 0.08 0.24 0.04 -0.076
H -1.4581 -4.7346 -0.8241 0.08 0.06 0.11 0.015
O -1.7317 -4.1922 -1.5657 -0.11 -0.12 -0.16 -0.111
H 1.5133 -0.3622 1.7198 0.25 0.08 0.46 -0.028
H 0.4172 -1.2108 1.5968 -0.27 -0.26 0.48 -0.122
O 0.9807 -0.8666 2.3548 0.20 0.23 -0.71 -0.194

[3]
20
Properties=species:S:1:pos:R:3:forces:R:3:lowdin_charge:R:1 method="wB97M-V/def2-TZVPD" spin_multiplicity=1 total_charge=-1 homo_lumo_gap_ev=6.544 homo_energy_ha=-0.1109 de_lowest_kcal_mol=18.5 e_tot_ha=-746.044705
C -0.8577 1.0507 -1.9554 -1.21 -0.32 0.70 -0.117
C -1.9037 -0.1301 -1.7849 0.52 0.69 -0.43 -0.388
C -1.7006 -0.8928 -0.4941 -0.02 -0.39 0.38 -0.742
S -2.5312 -0.0162 0.9174 0.73 -0.37 -0.14 0.184
H -0.6849 1.1972 -3.0212 0.19 0.24 0.02 0.044
H -1.3468 1.9400 -1.5200 0.57 -0.16 -0.23 0.057
H 0.1095 0.8978 -1.4144 -0.84 -0.09 -0.43 0.048
H -1.8187 -0.7608 -2.6765 0.07 -0.29 0.07 0.076
H -2.9337 0.2607 -1.7663 0.39 0.09 -0.19 0.068
H -2.1312 -1.9158 -0.5252 0.25 0.51 -0.24 0.032
H -0.5922 -1.0113 -0.4260 -0.55 -0.06 0.52 0.039
H 4.8100 -1.1104 -0.5401 0.54 0.91 0.44 0.038
H 4.3799 -0.0009 0.3629 0.11 0.06 -0.25 -0.004
O 5.1790 -0.3044 -0.1075 -0.63 -0.98 -0.27 -0.114
H -0.3922 -0.1424 1.8361 -0.28 0.77 0.24 -0.073
H 0.2057 0.8891 2.8791 0.01 -0.67 -0.99 0.052
O 0.4396 0.3204 2.1151 0.04 -0.15 0.66 -0.154
H 1.6435 -0.1359 0.8426 0.78 0.61 -0.93 0.018
H 1.9766 0.0935 -0.7518 0.75 -0.30 2.53 0.068
O 2.3870 -0.0296 0.1735 -1.43 -0.11 -1.45 -0.133

[4]
20
Properties=species:S:1:pos:R:3:forces:R:3:lowdin_charge:R:1 method="wB97M-V/def2-TZVPD" spin_multiplicity=1 total_charge=-1 homo_lumo_gap_ev=8.244 homo_energy_ha=-0.1603 de_lowest_kcal_mol=11.8 e_tot_ha=-423.077417
C -1.5294 0.0636 1.2375 0.44 0.44 -0.72 -0.407
O -1.8704 0.3365 -0.0738 0.86 -0.18 -0.47 -0.242
C -0.2173 0.7931 1.6018 0.10 -1.22 0.29 -0.248
C 0.2513 0.5773 3.0692 -0.43 1.42 -0.96 -0.124
H -1.3059 -1.0153 1.4188 -0.33 0.08 0.09 0.100
H -2.4058 0.3632 1.8237 0.23 -0.05 0.71 0.094
H -0.3030 1.8486 1.3503 0.01 0.04 0.00 0.098
H 0.5384 0.3347 0.9448 -0.23 0.37 -0.06 0.095
H -0.3334 -0.1882 3.5789 0.33 -0.16 0.03 0.056
H 0.0626 1.5465 3.5324 -0.02 -0.17 0.66 0.049
H 1.3315 0.4457 3.0856 -0.05 -0.46 0.32 0.053
H -0.9695 0.0042 -0.8160 -1.69 -0.22 0.40 0.010
H -0.4173 -1.4997 -1.6391 -0.16 -0.63 0.31 0.011
O -0.3769 -0.5577 -1.7299 0.62 0.90 -0.61 -0.246
H 2.5490 -0.7564 -2.2825 0.24 0.34 0.41 0.007
H 1.3020 -0.0293 -1.9068 0.61 -0.16 1.14 -0.001
O 2.2548 -0.1273 -1.6028 -0.35 -0.23 -1.08 -0.132
H 1.0212 -1.2297 -4.1633 -0.31 0.30 0.03 -0.001
H 0.0304 -0.4112 -3.2338 0.07 -0.30 -0.81 -0.019
O 0.3877 -0.4986 -4.1949 0.07 -0.11 0.31 -0.155